C22H16ClN4O9Ta | wB97M-V/def2-TZVPD

As for the total charge: +2. The calculation puts the max |F| at 4.160 eV Å⁻¹. As for the spin multiplicity: 1. The HOMO-LUMO gap (alpha / beta) is 0.160 / 0.160 Eh. The lowest unoccupied orbital energy (alpha / beta) is -0.3734 / -0.3735 Eh. For the total energy, the calculation gives -2260.71325 Ha.

Positions of all 53 atoms, in Å:
Ta  0.57467  1.52596  1.33142
O  -5.56283  0.85106  1.61922
C  -5.14433  -0.33804  1.30732
O  -5.86483  -1.23304  0.95162
C  -3.66713  -0.62504  1.38112
C  -3.13683  -1.92224  1.27912
Cl  -4.05563  -3.32034  1.09182
N  -1.78043  -1.81384  1.32732
N  -1.43323  -0.52494  1.42972
C  -2.54403  0.20806  1.47692
C  -2.40993  1.67926  1.60882
O  -3.34053  2.41046  1.81812
O  -1.15833  2.04936  1.45262
C  -0.75543  -2.78834  1.36812
C  -1.02653  -4.13314  1.60822
C  0.01007  -5.04774  1.67012
C  1.32307  -4.63444  1.51682
C  1.59657  -3.29554  1.28122
C  0.57067  -2.37624  1.20332
H  -4.89593  1.53446  1.86252
H  -2.04313  -4.45614  1.75702
H  -0.20403  -6.08924  1.85202
H  2.13057  -5.34244  1.58142
H  2.61527  -2.96674  1.15122
H  0.80167  -1.33344  0.99582
O  4.82697  1.06266  5.82322
C  4.01407  1.02906  4.97902
C  4.27557  1.01426  3.41902
O  5.35937  0.99376  2.93092
C  2.93017  1.08716  2.84972
C  1.92987  1.19906  3.81262
O  0.73497  1.39316  3.36272
C  2.44547  1.04006  5.18032
O  1.90077  0.89746  6.22382
O  2.49707  1.15006  1.61642
N  0.73387  1.36246  -0.71898
C  0.65897  1.24706  -1.89118
N  0.57177  1.06216  -3.12928
C  1.74577  1.10586  -4.00948
C  1.66237  2.36926  -4.86068
C  0.36337  2.36586  -5.66238
C  -0.83513  2.27216  -4.72158
C  -0.72333  1.04296  -3.82288
H  1.70967  0.22016  -4.65048
H  2.65237  1.08846  -3.40508
H  2.52577  2.40176  -5.52608
H  1.70287  3.25046  -4.21758
H  0.36207  1.51896  -6.35048
H  0.29057  3.28126  -6.24958
H  -1.76143  2.20146  -5.29238
H  -0.88973  3.16946  -4.10378
H  -0.75723  0.12906  -4.42428
H  -1.52613  1.02686  -3.08458